P | This record from OMol25 describes a single S2 molecule. The level of theory is ωB97M-V/def2-TZVPD.

The LUMO energy comes out at -2.33 eV. The calculation puts the HOMO-LUMO gap at 5.8 eV. As for the HOMO energy: -8.10 eV.

Geometry as XYZ:
```
2
S2 (ωB97M-V/def2-TZVPD)
S 0.0000 0.0000 0.9152
S 0.0000 0.0000 -0.9152
```

Q | This record from OMol25 describes 2 unconnected molecules or ions with the total composition S2. The level of theory is ωB97M-V/def2-TZVPD.

The LUMO energy comes out at -5.49 eV. The calculation puts the HOMO-LUMO gap at 3.8 eV. As for the HOMO energy: -9.26 eV.

Geometry as XYZ:
```
2
S2 (ωB97M-V/def2-TZVPD)
S 0.4352 -0.1667 1.8698
S -0.4352 0.1667 -1.8698
```

Most stable structure, least stable structure: P, Q.

P | This record from OMol25 describes a single S2 molecule. The level of theory is ωB97M-V/def2-TZVPD.

The LUMO energy comes out at -2.56 eV. The calculation puts the HOMO-LUMO gap at 5.8 eV. As for the HOMO energy: -8.32 eV.

Geometry as XYZ:
```
2
S2 (ωB97M-V/def2-TZVPD)
S 0.0402 0.3531 0.8810
S -0.0402 -0.3531 -0.8810
```

Q | This record from OMol25 describes 2 unconnected molecules or ions with the total composition S2. The level of theory is ωB97M-V/def2-TZVPD.

The LUMO energy comes out at -5.41 eV. The calculation puts the HOMO-LUMO gap at 3.9 eV. As for the HOMO energy: -9.34 eV.

Geometry as XYZ:
```
2
S2 (ωB97M-V/def2-TZVPD)
S 0.9779 0.6622 1.4306
S -0.9779 -0.6622 -1.4306
```

R | This record from OMol25 describes a single S2 molecule. The level of theory is ωB97M-V/def2-TZVPD.

The LUMO energy comes out at -3.90 eV. The calculation puts the HOMO-LUMO gap at 5.6 eV. As for the HOMO energy: -9.48 eV.

Geometry as XYZ:
```
2
S2 (ωB97M-V/def2-TZVPD)
S 0.0000 0.0000 1.2045
S 0.0000 0.0000 -1.2045
```

Most stable structure, least stable structure: P, Q.

P | This record from OMol25 describes 2 unconnected molecules or ions with the total composition S2. The level of theory is ωB97M-V/def2-TZVPD.

The LUMO energy comes out at -5.41 eV. The calculation puts the HOMO-LUMO gap at 3.9 eV. As for the HOMO energy: -9.35 eV.

Geometry as XYZ:
```
2
S2 (ωB97M-V/def2-TZVPD)
S 0.0000 0.0000 1.8532
S 0.0000 0.0000 -1.8532
```

Q | This record from OMol25 describes 2 unconnected molecules or ions with the total composition S2. The level of theory is ωB97M-V/def2-TZVPD.

The LUMO energy comes out at -5.44 eV. The calculation puts the HOMO-LUMO gap at 3.9 eV. As for the HOMO energy: -9.32 eV.

Geometry as XYZ:
```
2
S2 (ωB97M-V/def2-TZVPD)
S -1.7028 -0.1976 0.7656
S 1.7028 0.1976 -0.7656
```

R | This record from OMol25 describes a single S2 molecule. The level of theory is ωB97M-V/def2-TZVPD.

The LUMO energy comes out at -3.35 eV. The calculation puts the HOMO-LUMO gap at 5.7 eV. As for the HOMO energy: -9.03 eV.

Geometry as XYZ:
```
2
S2 (ωB97M-V/def2-TZVPD)
S 0.0000 0.0000 1.0851
S 0.0000 0.0000 -1.0851
```

Most stable structure, least stable structure: R, Q.

P | This record from OMol25 describes 2 unconnected molecules or ions with the total composition HO2PS. The level of theory is ωB97M-V/def2-TZVPD.

The LUMO energy (spin up / spin down) comes out at -1.14 / -1.22 eV. As for the spin multiplicity: 3. The calculation puts the HOMO-LUMO gap (spin up / spin down) at 7.9 / 8.5 eV. As for the HOMO energy (spin up / spin down): -9.01 / -9.76 eV.

Geometry as XYZ:
```
5
HO2PS (ωB97M-V/def2-TZVPD)
O 1.2811 0.6472 0.0218
O -1.2686 -0.4597 0.7369
P 1.0289 0.2833 -1.4164
S -0.5400 -0.4877 2.0099
H -0.5015 0.0169 -1.3522
```

Q | This record from OMol25 describes a single HO2PS molecule. The level of theory is ωB97M-V/def2-TZVPD.

The LUMO energy (spin up / spin down) comes out at 0.51 / -2.25 eV. As for the spin multiplicity: 3. The calculation puts the HOMO-LUMO gap (spin up / spin down) at 7.9 / 7.9 eV. As for the HOMO energy (spin up / spin down): -7.37 / -10.14 eV.

Geometry as XYZ:
```
5
HO2PS (ωB97M-V/def2-TZVPD)
O 1.6969 -0.6345 1.1322
O 1.6517 1.1509 -0.4994
P 0.5969 0.7229 0.7346
S 2.5714 -0.3054 -0.3757
H -0.1816 0.1901 -0.3425
```

Most stable structure, least stable structure: P, Q.

P | This record from OMol25 describes 2 unconnected molecules or ions with the total composition C3H11N. The level of theory is ωB97M-V/def2-TZVPD.

The LUMO energy comes out at 1.07 eV. Its SMILES is CCN.C. The calculation puts the HOMO-LUMO gap at 10.4 eV. As for the HOMO energy: -9.29 eV.

Geometry as XYZ:
```
15
C3H11N (ωB97M-V/def2-TZVPD)
C -1.6513 -0.3041 2.4231
H -1.5412 0.5171 1.7162
H -1.5359 -1.2199 1.8465
H -0.9240 -0.2084 3.2232
H -2.6484 -0.3037 2.8558
C 0.8583 0.6267 -2.2242
C 0.3440 0.0108 -0.9099
N 1.4778 -0.1817 -0.0303
H 1.0162 1.7010 -2.2039
H 0.1650 0.4537 -3.0560
H 1.7699 0.0997 -2.5172
H -0.4387 -0.7334 -1.1019
H -0.2486 0.8486 -0.5014
H 1.3136 -0.3941 0.9422
H 2.0435 -0.9122 -0.4622
```

Q | This record from OMol25 describes 2 unconnected molecules or ions with the total composition C3H11N. The level of theory is ωB97M-V/def2-TZVPD.

The LUMO energy comes out at 0.91 eV. Its SMILES is CCN.C. The calculation puts the HOMO-LUMO gap at 9.8 eV. As for the HOMO energy: -8.91 eV.

Geometry as XYZ:
```
15
C3H11N (ωB97M-V/def2-TZVPD)
C -3.6723 3.2752 0.9401
H -3.3483 2.9394 -0.0817
H -4.7277 3.1631 0.8983
H -3.3969 4.3574 0.8324
H -3.4395 2.5802 1.8855
C 2.6536 -1.6371 -0.3836
C 1.3001 -1.0855 -0.8964
N 0.3001 -1.0985 0.1974
H 3.2606 -1.7914 -1.2934
H 3.2123 -1.0986 0.4451
H 2.3981 -2.4591 0.2745
H 1.4340 -0.1239 -1.2914
H 0.9166 -1.6481 -1.8200
H 0.6264 -0.3459 0.8426
H -0.7245 -1.1996 -0.0350
```

Most stable structure, least stable structure: P, Q.

P | This record from OMol25 describes a single C6H7BrN4 molecule. The level of theory is ωB97M-V/def2-TZVPD.

The LUMO energy comes out at -0.17 eV. Its SMILES is Cc1nnc2n1N=C(Br)CC2. The calculation puts the HOMO-LUMO gap at 9.1 eV. As for the HOMO energy: -9.25 eV.

Geometry as XYZ:
```
18
C6H7BrN4 (ωB97M-V/def2-TZVPD)
C 0.6250 -0.9041 -0.0145
C 1.4317 1.1039 -0.1188
C -2.0112 -0.1176 -0.1099
C -0.3832 -1.9573 0.3580
C -1.6364 -1.5467 -0.3349
C 1.5557 2.5876 0.0263
N 1.8906 -0.9930 -0.0548
N 2.4386 0.2610 -0.0877
N -1.0490 0.8295 0.2325
N 0.2242 0.4607 -0.0296
Br -3.7938 0.2520 -0.2016
H 0.0021 -2.9078 0.1838
H -0.4550 -1.8429 1.3847
H -2.4534 -2.1671 -0.2467
H -1.3763 -1.7134 -1.4518
H 2.3072 2.9925 -0.7415
H 0.6851 3.1031 0.2040
H 1.9981 2.5597 1.0025
```

Q | This record from OMol25 describes a single C6H7BrN4 molecule. The level of theory is ωB97M-V/def2-TZVPD.

The LUMO energy comes out at 0.14 eV. Its SMILES is [H]/N=C(\C=C=N)C/C=N\C(Br)=N\[H]. The calculation puts the HOMO-LUMO gap at 9.0 eV. As for the HOMO energy: -8.91 eV.

Geometry as XYZ:
```
18
C6H7BrN4 (ωB97M-V/def2-TZVPD)
C -0.0168 1.4965 1.1398
C -0.1364 -1.3201 -1.1538
C 1.3037 -0.4631 0.5747
C -0.0249 -1.0891 0.3075
C 1.1579 0.9762 0.9882
C -1.3782 0.4594 -1.7379
N -1.1159 1.8423 1.4037
N -0.7185 -0.6106 -1.9952
N 2.3726 -1.1169 0.4723
N -2.4822 0.5540 -1.1547
Br -0.3968 2.0318 -2.6975
H 0.3752 -2.2184 -1.5227
H -0.9214 -0.3519 0.6114
H -0.0455 -2.1987 0.7623
H 2.1060 1.5604 1.2092
H 3.2203 -0.6793 0.8495
H -3.1039 1.3223 -1.4099
H -1.8386 2.4826 1.1404
```

Most stable structure, least stable structure: P, Q.